<i>
Below is a molecular structure, C42H42CaN10P, with properties calculated with wB97M-V/def2-TZVPD.

Last column: Löwdin charge in e.
Geometry (Å):
1 Ca -0.25564 -0.45122 -1.97623  1.2980
2 C 4.21165 -1.32759 -3.15445  -0.0704
3 C 2.82556 -1.30895 -3.22477  -0.1044
4 N 2.11388 -0.27557 -2.77639  0.0129
5 C 2.79503 0.76247 -2.26968  -0.2105
6 C 4.18284 0.71112 -2.17977  -0.0479
7 N 4.88773 -0.32526 -2.61126  0.1435
8 C 2.01467 1.94269 -1.81143  -0.1976
9 C 2.59858 3.19185 -1.68316  0.0742
10 C 1.81455 4.28268 -1.31736  -0.1071
11 C 0.45521 4.05866 -1.10471  0.0690
12 C -0.05838 2.78202 -1.24522  -0.1968
13 N 0.70876 1.73639 -1.58357  0.0301
14 C -1.51122 2.49795 -1.08450  -0.1949
15 C -2.37869 3.38645 -0.45815  -0.0572
16 N -3.68273 3.15695 -0.35432  0.1213
17 C -4.14456 2.04938 -0.91837  -0.0774
18 C -3.29191 1.13801 -1.52722  -0.0877
19 N -1.97633 1.34374 -1.58652  0.0252
20 C 2.39545 5.63504 -1.18575  -0.1841
21 C 3.65566 5.81268 -0.62609  -0.0084
22 C 4.15313 7.10327 -0.50978  -0.1068
23 N 3.49253 8.18080 -0.92046  0.0943
24 C 2.29441 8.00328 -1.46812  -0.1042
25 C 1.69845 6.75831 -1.61614  -0.0048
26 H 4.77354 -2.17172 -3.53495  0.1281
27 H 2.28642 -2.14739 -3.65116  0.1142
28 H 4.74119 1.51853 -1.72287  0.1273
29 H 3.64184 3.34076 -1.92205  0.1290
30 H -0.18259 4.89319 -0.85276  0.1210
31 H -2.01468 4.30637 -0.01773  0.1237
32 H -5.21150 1.86552 -0.87731  0.1257
33 H -3.67705 0.22682 -1.96676  0.1052
34 H 4.23894 4.97755 -0.25854  0.1144
35 H 5.12593 7.27452 -0.06318  0.1199
36 H 1.78344 8.89587 -1.81013  0.1209
37 H 0.72933 6.68298 -2.09301  0.1178
38 N -2.95874 -3.24845 -4.50523  0.1571
39 C -1.86264 -2.49264 -4.33620  -0.1425
40 N -1.74369 -2.02419 -3.10913  -0.0353
41 C -2.86105 -2.52330 -2.42651  -0.2640
42 C -3.25930 -2.35207 -1.09994  -0.0741
43 C -4.43169 -2.95995 -0.70012  -0.0686
44 C -5.19947 -3.72966 -1.59119  -0.0488
45 C -4.81666 -3.91149 -2.90330  0.0232
46 C -3.63508 -3.28930 -3.29638  -0.1742
47 H -3.22817 -3.69626 -5.36786  0.1821
48 H -1.17361 -2.30595 -5.14623  0.1433
49 H -2.67556 -1.76997 -0.39325  0.0875
50 H -4.77357 -2.84948 0.32112  0.1094
51 H -6.11222 -4.19035 -1.23913  0.1205
52 H -5.40801 -4.50442 -3.58800  0.1299
53 C 1.17446 -4.11587 -1.07476  -0.2435
54 P 0.91428 -2.53482 -0.19410  0.9279
55 C 2.55940 -1.99515 0.34101  -0.4238
56 C 3.63401 -2.87638 0.46734  -0.0706
57 C 4.85937 -2.42492 0.93560  -0.0412
58 C 5.01966 -1.09323 1.29960  -0.0469
59 C 3.95443 -0.21055 1.18777  -0.0765
60 C 2.73423 -0.65926 0.70008  -0.1464
61 C 0.10460 -3.06189 1.35901  -0.3782
62 C -1.08413 -3.78945 1.28799  -0.1171
63 C -1.72344 -4.21415 2.44471  -0.0646
64 C -1.17982 -3.91874 3.68939  -0.0734
65 C 0.00909 -3.20454 3.76833  -0.0792
66 C 0.65021 -2.77648 2.61095  -0.0862
67 H 1.97914 -4.00214 -1.80213  0.0413
68 H 0.26516 -4.39588 -1.60611  0.0392
69 H 1.43349 -4.91816 -0.38496  0.0645
70 H 3.52337 -3.92188 0.20777  0.1088
71 H 5.68740 -3.11571 1.02570  0.1220
72 H 5.97597 -0.74619 1.66849  0.1205
73 H 4.07798 0.82683 1.47452  0.1122
74 H 1.91005 0.04586 0.60899  0.0848
75 H -1.50295 -4.06342 0.32755  0.0967
76 H -2.62891 -4.80390 2.37392  0.1181
77 H -1.65944 -4.28261 4.58974  0.1186
78 H 0.46715 -3.01814 4.73251  0.1173
79 H 1.59365 -2.25031 2.68923  0.1033
80 N -2.71677 0.77634 4.76551  0.0676
81 C -1.60851 1.75042 4.44364  -0.0832
82 C -1.41705 1.80675 2.93390  -0.1964
83 N -1.18421 0.50651 2.31742  -0.0412
84 C -2.23368 -0.44447 2.66721  -0.1946
85 C -2.45418 -0.58750 4.16650  -0.0889
86 H -3.60414 1.14121 4.40998  0.1869
87 H -2.82705 0.69848 5.77844  0.1897
88 H -0.72094 1.37494 4.95202  0.1422
89 H -1.88323 2.71311 4.87097  0.1434
90 H -0.58172 2.47434 2.72313  0.1317
91 H -2.30189 2.25641 2.46972  0.1187
92 H -0.27470 0.13815 2.57971  0.1055
93 H -1.99562 -1.43007 2.26858  0.0927
94 H -3.16635 -0.11670 2.19266  0.1282
95 H -1.56808 -0.97518 4.66748  0.1254
96 H -3.30438 -1.22231 4.41017  0.1433

The charge is +3. For the HOMO-LUMO gap, the calculation gives 0.2697 hartree. The calculation puts the HOMO energy at -15.29 eV.

---

<ii>
Below is a molecular structure, C42H42CaN10P, with properties calculated with wB97M-V/def2-TZVPD.

Last column: Löwdin charge in e.
Geometry (Å):
1 Ca 0.91881 0.04933 -0.39255  1.2401
2 C 0.81511 2.69310 3.51372  -0.0761
3 C 1.09957 2.22402 2.23953  -0.0941
4 N 0.47848 1.16103 1.73590  0.0132
5 C -0.42739 0.54115 2.51026  -0.1960
6 C -0.69738 1.02794 3.78134  -0.0441
7 N -0.08884 2.09898 4.27986  0.1348
8 C -1.10901 -0.66850 1.94623  -0.2036
9 C -1.88662 -1.50619 2.72277  0.0549
10 C -2.46812 -2.64561 2.16935  -0.0904
11 C -2.24731 -2.86445 0.80817  0.0590
12 C -1.48450 -1.97459 0.07828  -0.2082
13 N -0.91241 -0.89854 0.64008  0.0150
14 C -1.24079 -2.15117 -1.38872  -0.1965
15 C -2.00292 -3.00035 -2.17930  -0.0430
16 N -1.77918 -3.15349 -3.47975  0.1331
17 C -0.76936 -2.47175 -4.00411  -0.0765
18 C -0.00554 -1.60690 -3.23420  -0.1046
19 N -0.24935 -1.43161 -1.93746  0.0166
20 C -3.27725 -3.58913 2.99282  -0.1628
21 C -3.40995 -3.42128 4.36683  -0.0065
22 C -4.19657 -4.30873 5.08613  -0.1025
23 N -4.84317 -5.33195 4.53376  0.0988
24 C -4.70285 -5.50219 3.22174  -0.1021
25 C -3.93944 -4.66799 2.41829  -0.0056
26 H 1.31992 3.56320 3.91462  0.1271
27 H 1.83916 2.71591 1.61751  0.1130
28 H -1.43117 0.55736 4.42238  0.1245
29 H -2.01525 -1.28928 3.77061  0.1032
30 H -2.64205 -3.74407 0.32499  0.1073
31 H -2.83006 -3.56283 -1.76537  0.1250
32 H -0.56526 -2.61053 -5.05857  0.1270
33 H 0.81679 -1.04921 -3.66713  0.1161
34 H -2.91626 -2.62564 4.90660  0.1042
35 H -4.31284 -4.18736 6.15639  0.1212
36 H -5.22920 -6.34318 2.78669  0.1213
37 H -3.89254 -4.88369 1.36030  0.1045
38 N 1.33357 2.98254 -3.92297  0.1488
39 C 0.60917 2.09350 -3.22305  -0.1784
40 N 1.20589 1.70098 -2.11662  -0.0391
41 C 2.42981 2.39346 -2.10746  -0.2492
42 C 3.48045 2.34327 -1.18549  -0.0367
43 C 4.58698 3.12236 -1.43951  -0.0524
44 C 4.65669 3.94166 -2.58342  -0.0422
45 C 3.63114 3.99612 -3.50084  0.0190
46 C 2.52088 3.19858 -3.23301  -0.1794
47 H 1.07724 3.38604 -4.81031  0.1769
48 H -0.34894 1.73950 -3.57210  0.1288
49 H 3.44888 1.70925 -0.30309  0.0907
50 H 5.42558 3.10411 -0.75702  0.1183
51 H 5.54288 4.53948 -2.74587  0.1229
52 H 3.69418 4.62112 -4.38124  0.1280
53 C 4.39361 -2.16138 0.82533  -0.2094
54 P 2.56636 -1.88964 0.77934  0.9286
55 C 2.13151 -1.84837 2.56044  -0.3794
56 C 1.29688 -2.69036 3.28898  -0.0813
57 C 1.08085 -2.47145 4.64769  -0.0615
58 C 1.68686 -1.40852 5.29553  -0.0551
59 C 2.52371 -0.55638 4.58072  -0.0652
60 C 2.73545 -0.77410 3.23098  -0.1388
61 C 1.96984 -3.36624 -0.12743  -0.3873
62 C 2.42877 -3.40084 -1.45084  -0.1444
63 C 2.06847 -4.42475 -2.31102  -0.0672
64 C 1.21592 -5.43029 -1.86993  -0.0544
65 C 0.75161 -5.40894 -0.56406  -0.0583
66 C 1.12700 -4.38828 0.30397  -0.0809
67 H 4.93510 -1.32013 0.39699  0.0414
68 H 4.63727 -3.05819 0.25969  0.0540
69 H 4.71104 -2.29685 1.85712  0.0564
70 H 0.81208 -3.53688 2.83450  0.0782
71 H 0.45177 -3.15704 5.20153  0.1164
72 H 1.53057 -1.25342 6.35497  0.1196
73 H 3.01745 0.26659 5.08118  0.1185
74 H 3.40464 -0.10778 2.69317  0.1036
75 H 3.10252 -2.62761 -1.81212  0.1058
76 H 2.45970 -4.44656 -3.32010  0.1179
77 H 0.93645 -6.23719 -2.53431  0.1193
78 H 0.11313 -6.20559 -0.20417  0.1171
79 H 0.76789 -4.43309 1.31711  0.0769
80 N -5.22046 3.33089 -0.93883  0.0667
81 C -5.25680 1.84335 -1.20781  -0.0857
82 C -4.20334 1.15980 -0.34624  -0.1904
83 N -2.85568 1.69909 -0.52044  -0.0535
84 C -2.84542 3.14410 -0.30360  -0.1919
85 C -3.84111 3.90316 -1.17133  -0.0880
86 H -5.49290 3.50160 0.03316  0.1878
87 H -5.91074 3.81399 -1.51771  0.1912
88 H -5.05517 1.71660 -2.27115  0.1403
89 H -6.26454 1.49044 -0.99598  0.1442
90 H -4.21041 0.09358 -0.56962  0.1271
91 H -4.47645 1.26770 0.70839  0.1325
92 H -2.51013 1.47257 -1.44758  0.1049
93 H -1.84814 3.54618 -0.47610  0.1272
94 H -3.08583 3.32428 0.74934  0.1320
95 H -3.63242 3.77995 -2.23362  0.1380
96 H -3.87592 4.96568 -0.93718  0.1437

The charge is +3. For the HOMO-LUMO gap, the calculation gives 0.2657 hartree. The calculation puts the HOMO energy at -15.27 eV.

---

Relative to the most stable one, in kcal/mol, the structures come out at <i> 0.0; <ii> 17.5.

---

<i>
Below is 2 unconnected molecules or ions with the total composition C7H18, with properties calculated with wB97M-V/def2-TZVPD.

Last column: Löwdin charge in e.
Geometry (Å):
1 C 1.36066 -3.01785 1.07836  -0.1017
2 C 0.70635 -1.65486 0.84405  -0.4966
3 C 1.10719 -0.66313 1.94991  -0.0861
4 C 1.07281 -1.09555 -0.54219  -0.0756
5 H 1.14009 -3.37729 2.09174  0.0760
6 H 2.44440 -2.93236 1.00039  0.0729
7 H 1.02851 -3.75993 0.34768  0.0759
8 H -0.36320 -1.83218 0.94798  0.1179
9 H 0.75162 -1.01974 2.92196  0.0766
10 H 2.18910 -0.66697 2.04800  0.0748
11 H 0.73015 0.32558 1.68495  0.0637
12 H 0.81881 -0.03015 -0.53029  0.0505
13 H 2.14851 -1.20365 -0.63779  0.0779
14 H 0.48705 -1.55714 -1.33587  0.0786
15 C -2.31976 1.33187 -0.45739  -0.1103
16 C -1.28738 2.45591 -0.64340  -0.3159
17 C -0.59228 2.44922 -1.98944  -0.1331
18 H -2.03947 0.73433 0.40582  0.0549
19 H -2.37113 0.63435 -1.29494  0.0678
20 H -3.32869 1.70163 -0.32955  0.0613
21 H -1.81198 3.40847 -0.54909  0.0926
22 H -0.58072 2.50074 0.17975  0.0863
23 H 0.00716 3.31164 -2.27589  0.0661
24 H 0.03584 1.56863 -2.12097  0.0531
25 H -1.33366 2.38843 -2.79376  0.0725

The charge is 0. For the HOMO-LUMO gap, the calculation gives 0.4545 hartree. As for the structure (SMILES): CC(C)C.CCC. The calculation puts the HOMO energy at -11.24 eV.

---

<ii>
Below is 2 unconnected molecules or ions with the total composition C7H18, with properties calculated with wB97M-V/def2-TZVPD.

Last column: Löwdin charge in e.
Geometry (Å):
1 C 2.52272 0.26369 -1.89893  -0.1004
2 C 1.05559 0.34820 -1.52032  -0.4628
3 C 0.18197 0.13389 -2.83490  -0.0790
4 C 0.67299 -0.72805 -0.48800  -0.0973
5 H 2.86233 1.21688 -2.31861  0.0791
6 H 2.71679 -0.41712 -2.73251  0.0749
7 H 3.11210 -0.03741 -1.02967  0.0729
8 H 0.69085 1.35648 -1.31686  0.1163
9 H -0.24360 -0.85912 -2.84105  0.0621
10 H -0.61088 0.88086 -2.88430  0.0655
11 H 0.84091 0.26121 -3.69462  0.0603
12 H 1.23658 -0.28580 0.34008  0.0722
13 H -0.39820 -0.79456 -0.32300  0.0571
14 H 0.96106 -1.72363 -0.81573  0.0862
15 C -1.81642 0.96309 1.45468  -0.1556
16 C -1.96691 -0.17322 2.44890  -0.2931
17 C -0.64145 -0.83131 2.89043  -0.1005
18 H -0.99657 1.70310 1.55850  0.0803
19 H -2.72028 1.51838 1.20658  0.0686
20 H -1.37154 0.70143 0.48842  0.0304
21 H -2.49303 0.27748 3.28784  0.0926
22 H -2.65011 -0.82422 1.89102  0.1001
23 H 0.19555 -0.62791 2.23546  0.0355
24 H -0.32960 -0.42781 3.85864  0.0686
25 H -0.81083 -1.89452 3.03794  0.0658

The charge is 0. For the HOMO-LUMO gap, the calculation gives 0.4298 hartree. As for the structure (SMILES): CC(C)C.CCC. The calculation puts the HOMO energy at -10.60 eV.

---

Relative to the most stable one, in kcal/mol, the structures come out at <i> 0.0; <ii> 22.8.